## 1
Below is C6H11NS in the gas phase, with properties calculated with the ωB97M-V functional and the def2-TZVPD basis.

```
19
C6H11NS (the ωB97M-V functional and the def2-TZVPD basis)
C -2.84057 0.98491 -0.35116
C -1.31062 0.99321 -0.53254
C -0.58030 -0.05570 -0.18405
C -1.15921 -1.31689 0.30272
N 0.80591 -0.10125 -0.03951
C 1.73521 0.53153 -0.75985
S 3.36539 0.38013 -0.64993
C 3.30309 -0.53917 0.91693
H -3.13775 1.69027 -1.14584
H -2.98575 1.34552 0.70511
H -3.36627 -0.05817 -0.43276
H -0.92064 1.88051 -0.84310
H -1.54386 -1.32634 1.30250
H -0.45079 -2.13111 0.19003
H -2.00090 -1.64181 -0.39284
H 1.48961 1.09639 -1.69715
H 4.28458 -0.60849 1.38008
H 2.73311 -1.37216 0.75928
H 2.57975 0.24863 1.47207
```

Calculated values
Structure (SMILES)   C/C=C(C)/N=C/SC
Spin multiplicity   1
HOMO-LUMO gap   8.75 eV

Results of the Mulliken charge analysis, in e, for atoms 1 through 8: C -1.056; C -0.394; C 0.485; C -1.305; N -0.301; C 0.040; S -0.058; C -0.715



## 2
Below is 2 unconnected molecules or ions with the total composition C6H11NS, with properties calculated with the ωB97M-V functional and the def2-TZVPD basis.

```
19
C6H11NS (the ωB97M-V functional and the def2-TZVPD basis)
C -1.95011 -0.09665 -0.58038
C -1.03324 0.78393 -0.93157
C 2.85246 1.50523 -0.15977
C -0.46546 1.63000 0.18354
C -4.01936 -1.17331 0.05820
C 3.70026 -1.35727 0.36712
N -2.60377 -1.09134 -0.27875
S 3.10873 0.04537 -0.75213
H -0.70799 1.11728 -1.99689
H 3.29070 1.74429 0.86982
H -1.01783 1.41615 1.16389
H -0.39292 2.56424 -0.18228
H 0.65938 1.37360 0.31664
H -4.44870 -1.84051 -0.62149
H -4.34290 -0.09383 0.11389
H -3.94770 -1.73836 0.90961
H 4.10825 -2.08516 -0.40213
H 2.80980 -1.64437 0.75751
H 4.40039 -1.05930 1.16516
```

Calculated values
Spin multiplicity   1
HOMO-LUMO gap   8.08 eV

Results of the Mulliken charge analysis, in e, for atoms 1 through 8: C 0.478; C -0.474; C -0.431; C -0.677; C -0.732; C -0.754; N -0.370; S 0.125



Which structure is the most stable? The one labeled 1.



## 1
Below is C6H11NS in the gas phase, with properties calculated with the ωB97M-V functional and the def2-TZVPD basis.

```
19
C6H11NS (the ωB97M-V functional and the def2-TZVPD basis)
N -0.67642 2.58454 0.55219
C 0.31194 1.54555 0.55676
C 0.45202 0.53160 -0.65709
C 0.88517 -0.67148 -1.44241
C 0.09304 -1.82842 -0.63954
C -0.67081 -1.01792 0.61306
S -1.03270 -2.26489 1.69162
C 0.20330 0.13012 0.89389
H -1.36245 2.43624 -0.32980
H -0.19407 3.49583 0.24466
H 1.23537 2.04906 1.04291
H -0.50083 0.93134 -1.12461
H 0.68351 -0.52738 -2.51009
H 1.88461 -0.78460 -1.39157
H -0.39793 -2.17366 -1.58918
H 0.89656 -2.54595 -0.23736
H -1.58027 -0.42444 0.02906
H -1.43492 -1.34523 2.75381
H 1.20488 -0.12032 1.54369
```

Calculated values
Structure (SMILES)   N[C@@H]1[C@H]2CC[C@@H](S)[C@H]12
Spin multiplicity   1
HOMO-LUMO gap   8.97 eV

Results of the Mulliken charge analysis, in e, for atoms 1 through 8: N -0.661; C -0.023; C -0.001; C -1.098; C -0.682; C 0.184; S -0.277; C -0.176



## 2
Below is a molecular structure, C6H11NS, with properties calculated with the ωB97M-V functional and the def2-TZVPD basis.

```
19
C6H11NS (the ωB97M-V functional and the def2-TZVPD basis)
C -0.40936 -1.76104 -1.77257
C -0.05335 -0.78049 -0.61052
C -1.10232 0.27489 -0.15948
C 0.25128 0.84528 0.53683
C 0.34319 -0.09873 1.64544
C 1.02624 0.36991 -0.71262
H 0.57037 -1.90590 -2.72551
H -1.20985 -0.91241 -2.33063
H -0.90054 -2.84100 -1.21576
H -1.86489 -0.11093 0.53764
H -1.34505 0.81234 -0.99159
H -0.63546 2.52374 1.33539
H 1.22933 1.83262 1.89049
H -0.75730 -0.15417 2.27628
H 1.03883 0.16954 2.60251
H 0.99920 1.18493 -1.46914
H 2.03424 0.04005 -0.56142
N 0.50092 2.11570 0.89456
S 0.28453 -1.60427 0.83010
```

Calculated values
Spin multiplicity   1
HOMO-LUMO gap   8.80 eV

Results of the Mulliken charge analysis, in e, for atoms 1 through 8: C -0.890; C 0.834; C -1.286; C 0.540; C -0.648; C -1.098; H 0.224; H 0.214



Which structure is the most stable? The one labeled 1.